Version w
The following is a DFT calculation (ωB97M-V/def2-TZVPD) of a cluster of 2 separate species, C5H8N2O2 in total.

Results
Molar mass (g/mol): 128.13
HOMO-LUMO gap (eV): 10.47
E_HOMO (eV): -9.967

Last columns: bonded neighbours and bond lengths (Å).
Positions of all 17 atoms, in Å:
1 C -1.82191 0.31770 0.45346  N3 1.442, H12 1.098, H13 1.102, H14 1.100
2 C 1.08961 1.29398 0.52990  C6 1.494, H15 1.083, H16 1.082, H17 1.084
3 N -1.09645 -0.91308 0.25871  C1 1.442, C4 1.357, H10 1.012
4 C 0.22952 -1.19992 0.21972  N3 1.357, C6 1.519, O8 1.219
5 C -0.19753 -0.61196 -2.37004  O9 1.127
6 C 1.31195 -0.13568 0.15948  C2 1.494, C4 1.519, N7 1.260
7 N 2.47103 -0.48371 -0.19016  C6 1.260, H11 1.022
8 O 0.57860 -2.36770 0.18921  C4 1.219
9 O -0.50928 0.46867 -2.44457  C5 1.127
10 H -1.65474 -1.75705 0.24183  N3 1.012
11 H 2.54990 -1.48159 -0.39708  N7 1.022
12 H -2.88982 0.07766 0.53473  C1 1.098
13 H -1.69129 1.00234 -0.40053  C1 1.102
14 H -1.51198 0.83179 1.37472  C1 1.100
15 H 0.40724 1.76670 -0.16529  C2 1.083
16 H 0.69128 1.38746 1.53104  C2 1.082
17 H 2.04385 1.80439 0.47485  C2 1.084


Version x
The following is a DFT calculation (ωB97M-V/def2-TZVPD) of an isolated molecule of C5H8N2O2.

Results
SMILES: [H]/N=C(\C)[C@H](N)C(O)=C=O
Molar mass (g/mol): 128.13
HOMO-LUMO gap (eV): 8.57
E_HOMO (eV): -8.334

Last columns: bonded neighbours and bond lengths (Å).
Positions of all 17 atoms, in Å:
1 H 2.74492 0.37714 -0.33723  N2 1.017
2 N 1.80843 0.28141 -0.72247  H1 1.017, C3 1.257
3 C 0.98895 -0.34130 -0.00134  N2 1.257, C4 1.501, C5 1.515
4 C 1.25047 -0.95306 1.34366  C3 1.501, H11 1.088, H12 1.089, H13 1.088
5 C -0.42737 -0.48417 -0.51850  C3 1.515, N6 1.432, C7 1.546, H14 1.098
6 N -0.45073 -0.52332 -1.94931  C5 1.432, H15 1.014, H16 1.012
7 C -1.27049 0.66356 0.08293  C5 1.546, O8 1.391, C9 1.296
8 O -2.63850 0.42755 -0.00844  C7 1.391, H17 0.962
9 C -0.68271 1.72643 0.53390  C7 1.296, O10 1.175
10 O -0.04870 2.62010 0.95909  C9 1.175
11 H 2.20983 -0.62787 1.74115  C4 1.088
12 H 1.26055 -2.03799 1.24477  C4 1.089
13 H 0.46045 -0.68468 2.04174  C4 1.088
14 H -0.88972 -1.40426 -0.13860  C5 1.098
15 H 0.19298 0.16277 -2.32659  N6 1.014
16 H -1.38526 -0.37247 -2.30830  N6 1.012
17 H -3.12313 1.17016 0.36355  O8 0.962


It turns out version w is the most stable, with the second structure 119.5 kJ/mol higher.